DFT (ωB97M-V/def2-TZVPD) results for a 17-piece molecular cluster, C46H129N3O20 overall in a non-equilibrium geometry.

The geometry in XYZ format:
```
198
Properties=species:S:1:pos:R:3:forces:R:3:mulliken_charge:R:1
C -5.877310 3.012720 2.070890 -1.8 0.3 0.1 -1.33
C -4.689438 2.210528 1.590658 0.0 -0.7 0.1 0.50
O -4.903582 1.688413 0.293829 0.5 -1.5 -0.5 0.14
H -6.803950 2.381104 2.281786 1.4 0.4 0.1 0.33
H -6.300443 3.696815 1.306351 0.7 -0.2 0.1 0.17
H -5.654468 3.653479 2.954775 -0.1 -0.7 -0.5 0.36
H -4.491460 1.367770 2.257586 -0.1 0.0 0.3 0.41
H -3.765407 2.764325 1.559589 0.3 0.8 0.2 -0.34
H -4.296925 0.887233 0.188708 -1.1 1.3 -0.1 -0.28
C -6.352854 -2.129487 0.467961 -1.1 0.1 1.5 -1.11
C -5.716525 -1.469250 -0.728203 0.9 -1.3 -2.0 0.11
O -4.338437 -1.105537 -0.548846 0.1 -0.4 0.2 0.54
H -7.373108 -2.560605 0.267244 0.7 0.9 -0.1 0.39
H -6.404780 -1.420600 1.345285 -0.1 -0.7 -0.9 0.19
H -5.846382 -3.038611 0.835060 0.5 0.5 -0.4 0.19
H -6.160502 -0.553283 -1.135892 -0.4 -0.1 0.8 0.00
H -5.838319 -2.201313 -1.600428 0.4 0.7 0.9 0.29
H -3.695054 -1.864870 -0.490982 -0.8 0.6 0.1 0.00
C 5.065157 -0.335720 -1.692729 -0.6 -1.0 0.9 -1.41
C 4.335222 -0.243112 -0.344589 1.7 0.7 0.0 0.16
O 3.368678 -1.238768 -0.255617 0.4 -1.1 0.1 1.42
H 5.676179 -1.267555 -1.699866 -0.6 0.4 -0.4 0.21
H 5.780863 0.456211 -1.685003 0.4 0.8 -0.7 0.60
H 4.280021 -0.324422 -2.484773 1.0 0.1 0.2 0.05
H 3.908105 0.754153 -0.248148 -0.6 -0.2 0.0 -0.03
H 5.109076 -0.269763 0.482123 -0.8 -0.2 -0.5 0.17
H 3.856819 -2.086526 -0.454814 -0.7 0.8 0.6 -0.94
C -1.793659 -1.235290 -3.782075 -0.4 1.0 -0.6 0.25
C -1.682372 -2.246460 -4.899566 -0.6 0.4 -1.0 -0.64
O -1.713212 -1.722781 -6.255774 0.7 -0.3 0.8 -0.58
H -1.040094 -0.427044 -3.891703 -0.1 -0.9 0.4 0.19
H -1.761632 -1.778371 -2.841341 0.3 0.3 0.1 -0.27
H -2.721614 -0.655528 -3.803345 -0.3 -0.4 -0.1 0.18
H -2.455750 -3.012700 -4.862641 -0.2 -0.1 0.4 0.49
H -0.741260 -2.738634 -4.813030 0.8 -0.4 0.0 -0.02
H -2.482370 -1.172764 -6.347450 -0.6 0.4 0.0 0.32
C 4.846427 -6.456497 3.714089 -0.5 0.6 0.6 -1.48
C 5.020599 -4.910253 3.548687 -1.0 -1.6 0.7 0.69
O 4.106857 -4.336855 4.497218 0.4 -2.0 -0.7 -0.52
H 3.833194 -6.756165 3.457744 -0.2 0.1 -0.5 0.35
H 4.855268 -6.706726 4.794703 0.6 0.3 -0.5 0.36
H 5.546902 -7.089474 3.167383 0.1 0.2 0.0 0.37
H 4.839708 -4.572260 2.510968 -0.1 -0.1 0.4 -0.34
H 6.020280 -4.658434 3.843048 0.8 0.3 0.0 0.27
H 4.249914 -3.405828 4.460279 -0.2 1.9 0.1 0.34
C -1.093080 0.061759 7.119520 -0.5 -0.9 -0.1 -1.17
C -1.170656 1.204104 6.099574 0.7 -1.9 -0.5 -0.37
O -0.251257 0.901298 5.038878 -0.1 0.3 -0.3 -0.06
H -1.029523 -0.926764 6.661160 -0.4 0.1 -0.5 0.25
H -1.847718 -0.025844 7.899590 -0.5 0.5 -0.3 0.38
H -0.196518 0.063858 7.692302 1.2 0.6 0.3 0.28
H -0.859217 2.076196 6.597845 0.4 1.4 0.5 0.33
H -2.141635 1.386669 5.682675 -0.8 -0.2 0.0 0.38
H -0.663707 0.900137 4.127519 0.1 -0.1 1.2 0.06
C 0.764766 1.365960 -0.534188 -1.5 -0.1 2.1 0.61
C -0.641914 1.455887 -1.097566 -0.5 1.1 -0.6 0.05
O -1.666921 1.741410 -0.071946 1.4 1.1 -0.2 1.39
H 1.484088 1.156351 -1.276629 0.9 -0.2 -0.9 0.83
H 0.733841 0.535739 0.180411 0.5 0.0 0.1 -1.09
H 1.025200 2.287121 0.040902 -0.2 -0.6 -0.7 -0.60
H -1.020381 0.524182 -1.563765 0.5 0.5 0.2 -0.42
H -0.541110 2.256771 -1.909099 -1.0 -0.8 1.0 -0.26
H -1.492485 2.667185 0.285739 -0.1 -1.0 -0.8 -0.60
C -4.952498 1.559357 -3.205783 -0.2 0.4 0.6 -0.29
C -6.414877 1.989565 -3.161392 0.4 0.8 -0.7 -0.81
O -6.703475 2.808246 -2.043852 -0.4 -0.4 0.2 -0.56
H -4.942905 0.824690 -3.978124 0.6 -0.7 -0.7 0.39
H -4.663547 1.075902 -2.256532 -0.1 0.1 -0.3 -0.07
H -4.238952 2.366062 -3.412125 -0.3 -0.1 0.0 0.19
H -6.985238 1.058344 -3.228955 -0.5 0.1 0.4 0.34
H -6.721370 2.595039 -4.052681 0.5 -0.5 0.6 0.39
H -6.510261 2.285567 -1.251341 0.2 0.2 0.0 0.26
C -1.862142 -1.769019 3.351448 -0.1 0.0 -0.7 -1.34
C -1.703640 -0.776888 2.150622 -2.2 -0.8 1.3 1.17
O -1.365409 0.486901 2.641954 0.5 2.1 -1.0 0.02
H -2.632089 -1.431112 4.091911 0.5 -0.1 -0.9 0.30
H -0.959724 -1.940708 3.940366 0.2 0.0 -0.3 0.15
H -2.210884 -2.710417 2.872677 0.3 0.4 0.6 0.31
H -2.752270 -0.753489 1.769802 0.7 0.2 -0.4 -0.24
H -1.047581 -1.072769 1.341580 0.3 -0.5 0.0 -0.24
H -1.305618 1.139285 1.877975 -0.2 -1.2 0.9 -0.14
C 0.272961 6.256503 1.632755 0.4 2.7 -1.1 -1.01
C -0.824270 5.236302 1.631861 0.3 -0.1 -0.9 -0.37
O -0.890830 4.479987 0.428748 0.3 -0.3 0.1 -0.03
H 0.510595 6.664096 2.625912 -0.2 -0.4 0.0 0.42
H 0.029408 7.218033 1.035845 0.2 -1.5 0.6 0.12
H 1.203814 5.866531 1.203282 -0.2 -0.1 0.1 0.14
H -1.792669 5.654647 1.874488 -0.3 0.2 0.2 0.23
H -0.529402 4.532129 2.366574 -0.2 -0.9 1.0 0.40
H -1.208335 5.007434 -0.342533 -0.5 0.2 0.1 -0.05
C 3.729988 4.098411 -1.099396 -0.8 2.4 2.7 -0.42
C 3.237332 5.234822 -2.054809 -0.1 -3.2 0.0 -0.40
O 2.408936 4.533585 -3.046362 0.5 0.9 0.2 -0.44
H 4.426385 4.466248 -0.250235 -0.6 -0.5 -1.7 0.34
H 4.126122 3.300579 -1.662189 0.7 -0.9 -0.6 0.31
H 2.880503 3.728836 -0.492415 0.1 0.0 -0.6 -0.19
H 4.108605 5.615277 -2.532082 0.5 0.8 -0.5 0.46
H 2.636943 5.992135 -1.594309 -0.2 0.4 0.3 0.17
H 2.976813 4.417107 -3.817218 -0.3 -0.1 0.0 0.23
C -2.122637 -5.466617 0.325026 0.3 2.5 -1.5 -1.05
C -3.018133 -4.329093 -0.271595 -0.1 0.0 0.4 -0.27
O -2.372010 -3.051872 -0.218095 0.8 0.2 -1.2 -0.05
H -1.217143 -5.551444 -0.319958 -0.3 0.4 0.8 -0.01
H -2.624889 -6.359527 0.126392 -1.0 -1.7 0.5 0.55
H -1.902538 -5.200905 1.366458 0.1 -0.6 -0.3 0.26
H -3.967607 -4.193768 0.301705 0.8 -0.3 -0.2 -0.03
H -3.344586 -4.519772 -1.303888 0.3 -0.3 0.1 0.46
H -1.707004 -2.964176 -0.969042 -0.8 -0.5 1.2 -0.32
C 1.055890 -3.691781 0.247586 -0.2 -0.3 0.2 -0.27
C 1.123885 -2.768221 -0.941758 -0.6 -0.2 -0.1 0.90
O 0.178207 -3.127812 -1.960097 -1.4 1.9 1.5 0.60
H 1.719603 -3.293506 1.013382 0.2 -0.2 0.1 -0.19
H 1.347735 -4.725080 -0.021643 0.0 0.4 0.2 0.27
H 0.042910 -3.732169 0.679721 0.3 0.1 -0.3 -0.34
H 2.099935 -2.743968 -1.398776 0.2 0.0 0.0 0.05
H 0.900936 -1.757878 -0.617554 -0.1 0.2 -0.2 -0.45
H 0.538748 -3.831057 -2.432414 0.9 -2.0 -1.5 -0.32
C -0.377096 -6.152673 -5.099054 -0.3 -0.1 0.4 -0.82
C -0.418294 -6.717940 -3.656742 -0.7 -0.5 0.0 -0.04
O 0.808332 -6.422117 -2.962366 -0.2 0.3 -1.9 -0.51
H -0.241054 -6.914684 -5.861904 0.1 -0.1 0.1 0.33
H 0.437336 -5.427758 -5.202602 -0.2 -0.1 0.1 0.08
H -1.334366 -5.642319 -5.318451 0.5 -0.2 0.1 0.25
H -0.657850 -7.817783 -3.593148 0.6 0.8 -0.4 0.43
H -1.301960 -6.276954 -3.170736 0.5 0.3 0.3 0.04
H 0.681934 -6.507072 -2.039442 -0.3 -0.3 1.5 0.25
C -0.488709 8.976563 -2.174691 -1.2 -0.6 0.0 -0.73
O -1.196486 7.849035 -2.628814 -0.1 -0.2 0.6 -0.42
C -0.373545 6.682872 -2.694595 0.2 1.6 -0.7 0.01
C -1.312516 5.560742 -2.881484 -1.3 -2.0 0.2 -0.40
N -2.255508 5.572687 -1.743797 1.5 0.1 1.1 -0.31
C -3.314608 4.583734 -1.746509 0.5 -1.0 -0.6 0.21
C -4.390853 4.961198 -0.809915 0.2 1.6 1.2 -0.06
O -4.758692 6.288729 -1.236884 -1.3 -0.2 1.9 -0.49
C -5.614799 6.898953 -0.245141 2.4 2.5 -0.8 -0.87
H -0.091540 8.746832 -1.194611 0.3 0.4 0.5 0.22
H -1.244932 9.749826 -2.158424 0.2 0.5 0.3 0.26
H 0.293935 9.245115 -2.850642 0.8 0.3 -0.5 0.33
H 0.228993 6.539242 -1.773648 -0.1 0.2 -0.4 -0.18
H 0.227173 6.933382 -3.584853 0.5 -1.0 0.4 0.57
H -0.744517 4.559420 -2.818539 -0.8 1.4 -0.6 -0.18
H -1.928777 5.701470 -3.822303 1.0 -0.5 0.5 0.46
H -2.566589 6.528159 -1.546749 -0.3 -0.7 -0.4 0.29
H -3.008737 3.539887 -1.500968 0.4 0.7 -0.1 -0.56
H -3.691692 4.564464 -2.748045 -0.7 -0.3 -0.9 0.49
H -3.948530 4.990897 0.232325 -0.4 0.2 -0.7 0.03
H -5.281342 4.343955 -0.764597 0.1 -0.4 -0.4 0.24
H -6.480230 6.401724 0.035318 -1.5 -1.8 0.3 0.35
H -5.986397 7.829813 -0.721992 0.4 -0.3 0.4 0.31
H -5.042128 7.169358 0.703063 -0.5 -0.4 -1.1 0.26
C 6.171269 -3.175144 0.302097 1.1 0.0 0.9 -1.09
O 4.919729 -3.677949 -0.010654 -1.2 -1.3 -0.9 0.03
C 4.952654 -4.829514 -0.897727 -1.4 0.5 0.0 -1.25
C 3.899673 -4.831464 -2.025994 0.3 0.6 -1.1 0.30
N 4.111115 -3.755210 -3.062613 -0.8 0.1 1.9 -0.06
C 3.454905 -4.021732 -4.341598 1.0 0.0 -0.7 -0.50
C 3.135563 -2.745127 -5.007497 -1.2 1.9 -0.7 -1.10
O 2.042299 -2.117314 -4.303535 0.7 -0.1 0.3 0.41
C 1.452364 -1.030198 -5.011499 0.7 -0.8 0.9 -0.74
H 6.771546 -3.075911 -0.582654 0.4 0.3 -0.6 0.50
H 6.811456 -3.752438 1.018818 -0.9 0.0 -0.3 0.23
H 5.988937 -2.209422 0.741256 0.2 0.4 0.2 0.16
H 4.687065 -5.738163 -0.360643 0.5 -0.1 0.6 0.27
H 5.947731 -4.884020 -1.310241 0.3 -0.2 -0.3 0.51
H 2.829888 -4.911840 -1.707479 0.8 0.3 0.2 -0.32
H 4.069793 -5.799529 -2.522075 0.1 0.2 -0.1 0.71
H 3.765398 -2.846198 -2.647121 0.4 -1.4 -0.9 -0.31
H 2.528741 -4.584452 -4.371283 -0.2 -0.5 0.7 0.17
H 4.176305 -4.513149 -5.024352 -0.3 -0.2 0.4 0.43
H 2.829259 -2.844955 -6.078767 0.3 -0.3 0.6 0.52
H 3.985474 -2.058580 -4.963455 0.2 0.0 -0.2 0.33
H 0.811898 -0.491128 -4.312579 0.1 -0.2 -0.3 -0.32
H 0.966767 -1.475577 -5.832480 -1.4 -0.2 -1.1 0.49
H 2.166970 -0.374971 -5.467057 0.9 0.7 0.1 0.38
C 2.553988 2.030198 2.486898 1.5 0.8 0.1 -0.45
O 2.950769 0.697588 2.399864 0.7 -0.8 -0.2 -0.54
C 2.038172 -0.244710 2.921995 -0.1 -0.7 0.8 2.94
C 2.757783 -1.637543 3.198876 -1.5 1.2 0.8 -0.98
N 3.566768 -1.668128 4.421495 2.2 0.7 -1.8 -0.06
C 2.877382 -1.593427 5.653709 -3.3 0.3 -0.5 0.33
C 3.693614 -1.012980 6.759671 -1.0 0.7 1.9 -0.79
O 4.106234 0.309687 6.480702 0.6 0.3 -0.2 -0.40
C 3.047984 1.225069 6.599198 -1.8 0.6 -1.3 -0.31
H 3.244601 2.605944 1.802115 -0.9 -0.5 0.5 0.05
H 2.762531 2.416365 3.501818 -0.4 0.0 -0.2 0.14
H 1.513002 2.181132 2.228936 -0.3 0.1 -0.1 0.22
H 1.272151 -0.422620 2.182671 -0.5 -0.2 -0.5 -0.96
H 1.505035 0.194896 3.790057 0.5 -0.5 -0.1 -0.26
H 3.322821 -1.819730 2.279736 0.2 -0.3 0.3 -0.32
H 1.988891 -2.434466 3.370138 0.4 0.6 -0.6 0.18
H 4.270197 -0.929249 4.366186 -0.3 -0.1 0.0 0.42
H 2.531351 -2.597155 5.885723 0.0 -0.3 0.5 0.30
H 1.866078 -1.016449 5.466854 1.7 -0.7 0.8 -0.58
H 4.559363 -1.603387 7.041466 0.3 -0.1 -0.5 0.34
H 3.093313 -0.954225 7.723347 0.3 -0.4 -1.0 0.34
H 2.106853 0.829732 6.075678 1.2 0.7 0.5 -0.10
H 3.288406 2.230579 6.120769 0.1 -1.4 0.7 0.22
H 2.728105 1.376252 7.639182 0.4 0.1 0.1 0.36
```
Forces are in eV/Å.

Values from the calculation:
largest force on an atom: 3.76 eV/A
HOMO-LUMO gap: 8.84 eV
HOMO level: -0.3077 Ha
LUMO: 0.47 eV